The following is a quantum chemistry calculation of one molecule with the formula C3H5NS2, from OMol25.

```
! RIJCOSX wB97M-V def2-TZVPD def2/J DEFGRID3
* xyz 0 1
S 1.85 -0.37 -0.61
S -0.80 1.92 0.13
N 0.34 -0.57 -0.04
C -0.72 0.27 0.14
C -1.64 -0.91 0.45
C -0.37 -1.79 0.36
H -2.42 -1.10 -0.28
H 2.28 0.54 0.26
H 0.00 -2.24 1.25
H -0.46 -2.53 -0.43
H -2.08 -0.95 1.47
*
```

Results
relative energy (zero: lowest compared OMol25 entry of this formula, charge and spin)	1.505	eV
HOMO-LUMO gap	9.24	eV
SMILES string	S=C1CCN1S